Here is the molecule C22H29NO4 from the Open Molecules 2025 dataset. Energies are from the ωB97M-V functional and the def2-TZVPD basis.

Cartesian coordinates (Å):
C -1.90 0.67 -4.91
H -2.60 0.19 -4.47
C -0.44 0.22 -4.68
C -0.17 0.19 -3.03
C 0.20 1.58 -2.40
O 0.18 2.43 -3.19
C -0.15 1.70 -0.89
C 0.21 3.01 -0.67
O 0.35 4.02 -1.45
H 0.32 3.77 -2.33
C -0.03 3.26 0.67
C 1.49 3.04 1.38
O 1.91 3.73 2.64
O 2.13 2.36 0.67
C 3.61 2.09 1.24
H 3.94 2.97 1.44
H 3.95 1.51 0.70
H 3.36 1.60 2.32
H -0.18 4.50 0.82
C -1.16 2.45 1.51
C -0.54 0.98 1.30
C -0.32 0.54 -0.11
N 0.09 -0.54 -0.51
C -0.07 -1.67 0.51
C 0.78 -2.93 -0.44
C 0.55 -3.97 0.67
C 1.68 -4.29 1.71
C 1.56 -5.40 2.26
C 0.34 -6.24 2.60
C -0.71 -5.84 1.75
C -0.58 -4.85 0.70
H -1.32 -4.64 0.18
H -1.58 -6.47 1.73
H 0.44 -6.99 3.33
H 2.44 -5.64 3.13
H 2.44 -3.75 1.28
H 1.77 -2.69 -0.63
H -0.31 -3.05 -1.03
H 0.71 -1.45 1.35
H -1.04 -1.90 0.80
H -1.61 0.47 1.64
H -0.07 0.62 2.03
C -1.16 2.72 3.08
H -0.17 2.69 3.66
H -1.43 3.71 3.10
H -1.83 2.30 3.50
C -2.41 2.86 0.95
H -2.40 2.63 -0.07
H -3.09 2.19 1.26
H -2.71 3.67 0.91
H 0.72 -0.43 -2.84
H -1.00 -0.32 -2.57
H -0.26 -0.77 -5.03
H 0.25 0.78 -4.96
H -2.07 0.70 -5.93
H -2.15 1.68 -4.66

Computed properties:
LUMO energy: 0.330 eV
Orbital gap: 8.6233 eV
Calculated total energy: -32944.553 eV
Maximum force: 16.104 eV Å⁻¹
HOMO: -8.29 eV
SMILES: CCCC(=O)C1=C(O)[C@H](C(=O)OC)C(C)(C)C/C1=N\CCc1ccccc1
ΔE to the lowest compared entry with this formula, charge and spin: 22.4928 eV

---

Here is a structure of composition C22H30AuN5O6S from the Open Molecules 2025 dataset. Energies are from the ωB97M-V functional and the def2-TZVPD basis.

Cartesian coordinates (Å):
Au -0.15 0.12 0.19
C 1.46 -0.16 3.02
C 2.48 -0.13 1.89
N 1.89 -0.19 0.51
C 2.55 0.78 -0.43
C 2.21 2.23 -0.10
S 0.41 2.48 0.07
C 0.21 3.08 1.78
C 0.83 2.23 2.89
N 0.40 0.83 2.83
H 1.00 -1.15 3.07
H 2.02 -0.02 3.95
H 3.07 0.78 1.95
H 3.17 -0.97 1.99
H 2.04 -1.12 0.14
H 3.64 0.63 -0.39
H 2.22 0.55 -1.44
H 2.69 2.57 0.81
H 2.55 2.87 -0.92
H 0.60 4.10 1.80
H -0.87 3.15 1.89
H 1.91 2.29 2.84
H 0.55 2.69 3.84
H -0.34 0.67 3.50
O -3.34 -1.16 -1.07
C -2.59 -0.25 -1.30
O -2.04 0.51 -0.33
C -2.21 0.13 -2.70
C -2.84 -0.46 -3.79
C -2.39 -0.15 -5.06
C -1.32 0.69 -5.30
C -0.71 1.24 -4.19
C -1.16 1.00 -2.91
N 0.50 2.08 -4.34
O 1.15 2.28 -3.32
O 0.82 2.42 -5.45
N -3.06 -0.77 -6.23
O -2.63 -0.50 -7.32
O -3.97 -1.53 -5.98
H -3.66 -1.15 -3.66
H -0.97 0.89 -6.31
H -0.68 1.52 -2.09
C -3.82 -3.31 1.28
N -3.04 -2.39 2.17
C -3.52 -0.98 2.01
C -1.53 -2.54 2.07
C -0.95 -2.83 0.71
C -0.93 -4.17 0.31
C -0.42 -4.57 -0.91
C 0.11 -3.62 -1.77
C 0.14 -2.28 -1.38
C -0.38 -1.88 -0.15
H -4.87 -3.22 1.54
H -3.48 -4.33 1.43
H -3.66 -3.00 0.25
H -3.27 -2.66 3.13
H -3.38 -0.68 0.98
H -2.96 -0.34 2.69
H -4.58 -0.95 2.27
H -1.29 -3.39 2.72
H -1.11 -1.64 2.52
H -1.31 -4.92 0.99
H -0.43 -5.61 -1.19
H 0.51 -3.90 -2.73
H 0.55 -1.55 -2.06

Computed properties:
LUMO energy: -6.857 eV
Orbital gap: 8.4759 eV
Calculated total energy: -57543.166 eV
Maximum force: 0.704 eV Å⁻¹
HOMO: -15.33 eV
ΔE to the lowest compared entry with this formula, charge and spin: 0.0359 eV
Charge: +2

---

Here is the molecule C22H30ClN3O3 from the Open Molecules 2025 dataset. Energies are from the ωB97M-V functional and the def2-TZVPD basis.

Cartesian coordinates (Å):
O 1.56 -4.26 -1.23
C 0.69 -3.62 -0.67
N 0.44 -2.32 -0.96
C -0.67 -1.65 -0.32
C -0.58 -1.77 1.22
C 0.44 -0.75 1.72
O 1.58 -1.07 2.00
N 0.04 0.54 1.79
C -1.30 1.07 1.66
H -1.94 0.40 1.08
C -1.88 1.31 3.05
C -0.93 2.13 3.88
C 0.41 2.24 3.54
C 1.27 3.01 4.31
C 0.81 3.67 5.43
C -0.52 3.57 5.79
C -1.37 2.80 5.02
Cl -3.04 2.67 5.50
H -0.90 4.07 6.67
H 1.48 4.27 6.02
H 2.31 3.08 4.03
C 0.96 1.53 2.32
H 1.88 1.00 2.58
H 1.19 2.27 1.55
H -2.84 1.82 2.97
H -2.05 0.36 3.55
H -1.23 2.02 1.12
C -0.15 -3.19 1.62
C -0.19 -4.16 0.43
H 0.17 -5.14 0.72
H -1.22 -4.27 0.05
H -0.79 -3.57 2.42
H 0.87 -3.15 1.99
H -1.56 -1.55 1.65
H -1.62 -2.10 -0.65
H -0.66 -0.61 -0.62
C 1.26 -1.59 -1.90
H 1.53 -0.63 -1.47
C 0.56 -1.40 -3.25
C 1.48 -0.69 -4.24
N 0.76 -0.27 -5.43
C 1.50 0.73 -6.19
C 0.64 1.20 -7.36
O 0.30 0.13 -8.21
C -0.39 -0.87 -7.49
C 0.44 -1.38 -6.31
H -0.14 -2.12 -5.76
H 1.36 -1.87 -6.70
H -0.60 -1.67 -8.20
H -1.34 -0.46 -7.11
H 1.19 1.91 -7.98
H -0.27 1.67 -6.97
H 1.72 1.58 -5.54
H 2.45 0.32 -6.57
H 1.87 0.21 -3.76
H 2.34 -1.34 -4.48
H -0.35 -0.81 -3.13
H 0.28 -2.39 -3.62
H 2.17 -2.19 -2.04

Computed properties:
LUMO energy: 0.394 eV
Orbital gap: 9.2026 eV
Calculated total energy: -46437.231 eV
Maximum force: 0.529 eV Å⁻¹
HOMO: -8.81 eV
SMILES: O=C1CC[C@@H](C(=O)N2CCc3c(Cl)cccc3C2)CN1CCCN1CCOCC1
ΔE to the lowest compared entry with this formula, charge and spin: 0.2335 eV

---

Here is the molecule C22H30ClN3O4 from the Open Molecules 2025 dataset. Energies are from the ωB97M-V functional and the def2-TZVPD basis.

Cartesian coordinates (Å):
C 7.40 0.82 -0.46
H 7.95 0.91 0.48
O 6.16 1.49 -0.40
C 5.24 1.07 0.51
C 5.43 0.03 1.40
C 4.41 -0.31 2.28
C 3.22 0.37 2.30
C 3.03 1.42 1.41
C 4.02 1.78 0.51
O 3.94 2.79 -0.40
C 2.71 3.46 -0.56
C 1.62 2.54 -1.02
C 1.61 1.50 -1.90
C 0.28 1.02 -1.85
N -0.43 1.74 -1.02
O 0.39 2.68 -0.50
C -0.22 -0.09 -2.72
O 0.32 -0.24 -3.81
N -1.20 -0.89 -2.27
C -1.64 -1.95 -3.16
H -1.22 -1.75 -4.15
H -2.72 -1.98 -3.22
H -1.27 -2.92 -2.82
C -1.88 -0.76 -0.99
C -3.29 -0.18 -1.15
H -3.23 0.77 -1.68
H -3.90 -0.88 -1.73
C -3.96 0.03 0.21
N -3.83 -1.19 1.00
H -4.27 -1.06 1.91
C -2.57 -1.88 1.15
C -1.96 -2.09 -0.24
H -0.96 -2.53 -0.14
H -2.60 -2.78 -0.79
C -2.91 -3.26 1.74
H -3.69 -3.73 1.15
H -3.28 -3.16 2.76
H -2.03 -3.90 1.75
C -1.57 -1.20 2.11
H -1.19 -0.27 1.71
H -0.72 -1.86 2.28
H -2.05 -1.00 3.06
C -5.47 0.22 -0.01
H -5.65 1.01 -0.73
H -5.96 0.48 0.92
H -5.91 -0.70 -0.38
C -3.42 1.30 0.89
H -3.72 1.32 1.94
H -2.34 1.37 0.83
H -3.83 2.18 0.40
H -1.29 -0.06 -0.40
H 2.41 1.12 -2.50
H 2.90 4.22 -1.32
H 2.39 3.96 0.37
H 2.09 1.95 1.44
H 2.43 0.10 2.99
Cl 4.66 -1.63 3.38
H 6.35 -0.53 1.42
H 7.96 1.32 -1.25
H 7.28 -0.23 -0.71

Computed properties:
LUMO energy: 0.610 eV
Orbital gap: 8.9920 eV
Calculated total energy: -48482.498 eV
Maximum force: 1.092 eV Å⁻¹
HOMO: -8.38 eV
SMILES: COc1cc(Cl)ccc1OCc1cc(C(=O)N(C)C2CC(C)(C)NC(C)(C)C2)no1
ΔE to the lowest compared entry with this formula, charge and spin: 3.9788 eV

---

Here is a structure of composition C22H30F4N6O3Tl from the Open Molecules 2025 dataset. Energies are from the ωB97M-V functional and the def2-TZVPD basis.

Cartesian coordinates (Å):
Tl -0.37 -0.04 0.18
C -2.10 -2.33 1.85
N -1.18 -1.29 2.31
C -1.82 -0.41 3.28
C 0.06 -1.88 2.80
C 1.19 -0.89 3.15
N 1.00 0.39 2.50
C 1.90 1.37 2.61
C 1.57 2.62 2.02
F 0.40 2.74 1.39
C 2.40 3.71 2.09
F 2.02 4.85 1.52
C 3.62 3.63 2.75
C 3.98 2.43 3.33
F 5.14 2.32 3.97
C 3.16 1.32 3.27
F 3.57 0.20 3.83
H -2.41 -2.98 2.68
H -1.61 -2.94 1.09
H -2.98 -1.88 1.40
H -1.99 -0.93 4.24
H -2.79 -0.09 2.89
H -1.22 0.48 3.46
H 0.42 -2.55 2.02
H -0.15 -2.50 3.68
H 2.13 -1.35 2.86
H 1.24 -0.73 4.23
H 4.27 4.49 2.81
O -2.45 -1.24 -0.92
C -3.34 -0.69 -1.89
C -2.69 -0.57 -3.26
C -1.36 0.19 -3.22
C -1.56 1.59 -2.70
C -1.96 2.61 -3.55
C -2.22 3.87 -3.03
C -2.08 4.08 -1.66
C -1.67 3.01 -0.88
N -1.41 1.80 -1.38
H -2.07 -2.07 -1.28
H -3.65 0.28 -1.52
H -4.23 -1.31 -1.97
H -3.40 -0.07 -3.92
H -2.50 -1.57 -3.67
H -0.94 0.23 -4.23
H -0.65 -0.34 -2.59
H -2.07 2.42 -4.61
H -2.53 4.68 -3.68
H -2.28 5.04 -1.21
H -1.55 3.14 0.19
O 2.33 -1.43 0.29
C 1.70 -2.26 -0.37
C 2.28 -3.53 -0.97
C 1.09 -4.15 -1.71
C -0.05 -3.19 -1.43
O -1.20 -3.33 -1.82
N 0.38 -2.14 -0.65
H 2.68 -4.15 -0.18
H 3.11 -3.26 -1.62
H 0.82 -5.14 -1.35
H 1.23 -4.22 -2.79
N 1.98 0.22 -2.38
N 1.81 0.82 -1.09
H 2.96 0.08 -2.58
H 1.59 0.84 -3.08
H 2.18 1.77 -1.05
H 2.31 0.24 -0.42

Computed properties:
LUMO energy (alpha / beta): -4.741 / -4.412 eV
Orbital gap (alpha / beta): 5.4762 / 7.0011 eV
Calculated total energy: -53940.093 eV
Maximum force: 0.637 eV Å⁻¹
HOMO (alpha / beta): -10.22 / -11.41 eV
ΔE to the lowest compared entry with this formula, charge and spin: 0.2184 eV
Charge: +1

---

Here is a structure of composition C22H30GaN4S3 from the Open Molecules 2025 dataset. Energies are from the ωB97M-V functional and the def2-TZVPD basis.

Cartesian coordinates (Å):
Ga 0.61 0.20 0.05
C 1.94 3.38 -0.52
C 1.86 3.23 1.01
S 1.15 1.67 1.63
C -0.58 2.11 2.09
C -1.42 2.68 0.96
S -1.70 1.42 -0.28
C -1.59 2.34 -1.84
C -0.19 2.80 -2.26
S 0.53 4.19 -1.34
H 2.13 2.41 -0.99
H 2.78 4.04 -0.74
H 1.33 4.06 1.47
H 2.88 3.23 1.40
H -0.51 2.84 2.89
H -1.00 1.19 2.49
H -0.94 3.54 0.48
H -2.39 3.00 1.33
H -2.28 3.18 -1.75
H -1.97 1.66 -2.60
H -0.28 3.17 -3.29
H 0.52 1.98 -2.25
C 2.78 -0.15 -4.32
C 2.01 -1.43 -3.92
C 1.06 -1.87 -5.04
C 2.98 -2.57 -3.54
C 1.26 -1.06 -2.73
N 0.68 -0.73 -1.78
H 3.38 -0.37 -5.20
H 3.45 0.17 -3.52
H 2.10 0.66 -4.56
H 1.66 -2.14 -5.91
H 0.38 -1.07 -5.33
H 0.48 -2.75 -4.75
H 3.54 -2.85 -4.44
H 2.44 -3.45 -3.20
H 3.69 -2.26 -2.77
C -0.94 -3.60 1.45
C -0.77 -2.44 0.73
N 0.03 -1.46 1.18
C 0.69 -1.62 2.36
C 0.57 -2.75 3.14
C -0.27 -3.77 2.65
C 1.38 -2.90 4.35
C 1.01 -3.36 5.55
C -0.35 -3.72 5.98
C -0.53 -4.38 7.19
C -1.85 -4.64 7.56
N -2.86 -4.26 6.80
C -2.62 -3.63 5.66
N -1.39 -3.36 5.23
H -1.59 -4.37 1.06
H -1.26 -2.27 -0.22
H 1.32 -0.80 2.68
H -0.37 -4.69 3.20
H 2.42 -2.59 4.23
H 1.77 -3.45 6.31
H 0.30 -4.68 7.81
H -2.09 -5.15 8.48
H -3.45 -3.33 5.05

Computed properties:
LUMO energy: -11.120 eV
Orbital gap: 4.5143 eV
Calculated total energy: -114116.352 eV
Maximum force: 3.983 eV Å⁻¹
HOMO: -15.63 eV
ΔE to the lowest compared entry with this formula, charge and spin: 0.4243 eV
Charge: +3

---

Here is the molecule C22H30N2O2S from the Open Molecules 2025 dataset. Energies are from the ωB97M-V functional and the def2-TZVPD basis.

Cartesian coordinates (Å):
C -2.01 1.83 3.48
C -2.01 2.30 2.04
H -1.38 3.18 1.91
H -3.02 2.56 1.71
O -1.50 1.25 1.22
C -1.17 1.57 -0.03
O -1.31 2.68 -0.48
C -0.63 0.38 -0.81
C 0.32 -0.44 0.08
C 1.59 0.35 0.41
N 2.31 0.82 -0.76
C 3.04 -0.22 -1.47
C 4.16 -0.72 -0.62
C 4.38 -1.98 -0.16
N 5.49 -2.14 0.60
C 6.14 -1.05 0.76
C 7.38 -0.90 1.55
H 7.25 -0.18 2.35
H 7.65 -1.87 1.97
H 8.19 -0.55 0.91
S 5.41 0.33 -0.05
H 3.76 -2.84 -0.36
H 3.45 0.23 -2.38
H 2.42 -1.08 -1.76
C 1.43 1.61 -1.60
C 0.15 0.89 -2.03
H -0.46 1.59 -2.60
H 0.40 0.04 -2.68
H 1.99 1.93 -2.49
H 1.17 2.51 -1.04
H 2.27 -0.26 1.01
H 1.33 1.24 1.00
H -0.18 -0.72 1.00
H 0.59 -1.36 -0.45
C -1.80 -0.53 -1.23
C -2.94 0.15 -2.01
H -2.54 0.96 -2.62
H -3.38 -0.59 -2.69
C -4.06 0.70 -1.12
C -4.76 -0.39 -0.37
C -4.44 -0.68 0.95
C -5.07 -1.71 1.63
C -6.03 -2.47 0.99
C -6.36 -2.20 -0.33
C -5.72 -1.17 -1.00
H -5.98 -0.96 -2.03
H -7.10 -2.79 -0.83
H -6.52 -3.28 1.51
H -4.81 -1.91 2.66
H -3.69 -0.08 1.46
H -4.78 1.22 -1.76
H -3.65 1.43 -0.43
H -2.22 -1.01 -0.34
H -1.38 -1.33 -1.85
H -2.39 2.62 4.13
H -2.65 0.95 3.60
H -1.00 1.56 3.79

Computed properties:
LUMO energy: 0.753 eV
Orbital gap: 9.1556 eV
Calculated total energy: -41212.330 eV
Maximum force: 1.027 eV Å⁻¹
HOMO: -8.40 eV
SMILES: CCOC(=O)C1(CCCc2ccccc2)CCN(Cc2cnc(C)s2)CC1
ΔE to the lowest compared entry with this formula, charge and spin: 1.2297 eV

---

Here is the molecule C22H30N2O4S from the Open Molecules 2025 dataset. Energies are from the ωB97M-V functional and the def2-TZVPD basis.

Cartesian coordinates (Å):
C -4.73 -0.93 -0.67
H -5.10 0.09 -0.71
O -3.48 -0.85 -0.03
C -2.70 -1.98 0.01
C -3.18 -3.26 -0.20
C -2.34 -4.36 -0.06
C -1.02 -4.17 0.30
C -0.53 -2.89 0.49
C -1.35 -1.78 0.34
N -0.90 -0.47 0.50
S -1.29 0.65 -0.70
O -1.68 0.00 -1.91
O -0.19 1.57 -0.79
C -2.65 1.63 -0.05
C -3.44 2.30 -0.96
C -4.45 3.13 -0.51
C -4.66 3.28 0.85
C -3.86 2.61 1.76
C -2.85 1.78 1.31
H -2.23 1.24 2.00
H -4.03 2.73 2.82
H -5.45 3.93 1.20
H -5.07 3.66 -1.22
H -3.25 2.15 -2.02
C 0.24 -0.15 1.32
H 0.17 -0.74 2.24
C 1.63 -0.37 0.64
O 1.51 -0.61 -0.73
H 1.12 0.18 -1.13
C 2.53 0.86 0.96
N 3.91 0.78 0.58
C 4.67 -0.28 1.22
C 6.16 -0.01 1.05
C 6.53 0.06 -0.43
C 8.01 0.38 -0.62
H 8.63 -0.38 -0.15
H 8.25 1.34 -0.18
H 8.25 0.41 -1.68
C 5.64 1.11 -1.10
C 4.17 0.80 -0.85
H 3.54 1.57 -1.30
H 3.91 -0.16 -1.33
H 5.83 1.14 -2.17
H 5.87 2.09 -0.67
H 6.31 -0.91 -0.89
H 6.73 -0.79 1.55
H 6.40 0.95 1.52
H 4.41 -0.30 2.28
H 4.44 -1.27 0.79
H 2.09 1.72 0.46
H 2.49 1.03 2.04
H 2.10 -1.27 1.05
H 0.14 0.91 1.57
H 0.51 -2.75 0.73
H -0.36 -5.02 0.42
H -2.73 -5.35 -0.22
H -4.21 -3.42 -0.47
H -5.44 -1.54 -0.09
H -4.63 -1.33 -1.68

Computed properties:
LUMO energy: 0.666 eV
Orbital gap: 8.6672 eV
Calculated total energy: -45305.380 eV
Maximum force: 1.209 eV Å⁻¹
HOMO: -8.00 eV
SMILES: COc1ccccc1N(C[C@@H](O)CN1CCC(C)CC1)S(=O)(=O)c1ccccc1
ΔE to the lowest compared entry with this formula, charge and spin: 2.1333 eV